1.
{
  "formula": "C54H58BF3N11O4S",
  "method": "the ωB97M-V functional and the def2-TZVPD basis",
  "symbols": ["O", "N", "O", "B", "C", "C", "C", "C", "N", "C", "C", "C", "C", "S", "O", "O", "C", "F", "F", "F", "H", "H", "H", "H", "H", "H", "H", "H", "H", "H", "H", "H", "H", "N", "C", "C", "C", "C", "C", "H", "H", "H", "H", "H", "N", "C", "C", "C", "C", "C", "H", "H", "H", "H", "H", "N", "C", "C", "C", "C", "C", "H", "H", "H", "H", "H", "N", "C", "C", "C", "C", "C", "H", "H", "H", "H", "H", "N", "C", "C", "C", "C", "C", "H", "H", "H", "H", "H", "N", "C", "C", "C", "C", "C", "H", "H", "H", "H", "H", "N", "C", "C", "C", "C", "C", "H", "H", "H", "H", "H", "N", "C", "C", "C", "C", "C", "H", "H", "H", "H", "H", "N", "C", "C", "C", "C", "C", "H", "H", "H", "H", "H"],
  "xyz": [[-0.310, -4.462, 1.180], [-1.370, -4.974, 1.272], [-2.236, -4.543, 0.280], [-2.865, -3.214, 0.642], [-4.474, -3.393, 0.771], [-5.137, -3.805, -0.572], [-6.581, -3.253, -0.735], [-6.650, -1.901, -1.473], [-6.596, -0.740, -0.573], [-6.965, -0.635, 0.717], [-6.710, 0.635, 1.148], [-6.173, 1.327, 0.027], [-6.121, 0.453, -1.027], [-2.408, -1.751, -0.513], [-2.161, -0.595, 0.332], [-3.437, -1.386, -1.473], [-0.824, -1.966, -1.510], [-1.084, -1.511, -2.759], [-0.391, -3.212, -1.656], [0.153, -1.178, -1.053], [-2.470, -2.917, 1.740], [-4.876, -2.407, 1.056], [-4.721, -4.080, 1.589], [-5.253, -4.901, -0.538], [-4.508, -3.593, -1.441], [-7.136, -3.998, -1.327], [-7.084, -3.202, 0.237], [-7.543, -1.839, -2.114], [-5.781, -1.831, -2.138], [-7.365, -1.461, 1.288], [-6.876, 1.020, 2.145], [-5.856, 2.366, -0.011], [-5.781, 0.646, -2.033], [5.635, 0.848, -0.790], [4.975, 0.382, 0.273], [3.699, -0.157, 0.212], [3.069, -0.213, -1.018], [3.733, 0.267, -2.137], [5.008, 0.783, -1.968], [5.507, 0.449, 1.216], [3.208, -0.523, 1.105], [2.075, -0.625, -1.099], [3.273, 0.243, -3.117], [5.569, 1.168, -2.816], [-1.646, -8.889, 1.338], [-1.168, -10.101, 1.058], [-0.597, -10.444, -0.157], [-0.520, -9.473, -1.143], [-1.013, -8.207, -0.875], [-1.563, -7.966, 0.377], [-1.252, -10.830, 1.858], [-0.222, -11.445, -0.327], [-0.082, -9.700, -2.107], [-0.973, -7.421, -1.616], [-1.956, -6.991, 0.631], [2.544, -0.837, 3.391], [3.387, -0.555, 4.385], [3.044, 0.197, 5.497], [1.751, 0.688, 5.583], [0.858, 0.409, 4.562], [1.302, -0.356, 3.493], [4.389, -0.957, 4.273], [3.770, 0.393, 6.275], [1.443, 1.281, 6.436], [-0.160, 0.773, 4.590], [0.636, -0.603, 2.672], [11.094, 3.697, -1.236], [10.433, 3.229, -0.177], [9.157, 2.688, -0.240], [8.528, 2.633, -1.472], [9.197, 3.116, -2.586], [10.472, 3.633, -2.414], [10.962, 3.295, 0.768], [8.669, 2.321, 0.653], [7.531, 2.219, -1.560], [8.740, 3.092, -3.566], [11.034, 4.019, -3.258], [-3.853, 3.553, -0.706], [-2.639, 3.533, -1.256], [-2.022, 4.647, -1.810], [-2.710, 5.848, -1.799], [-3.975, 5.890, -1.236], [-4.495, 4.720, -0.704], [-2.141, 2.569, -1.241], [-1.032, 4.569, -2.236], [-2.266, 6.741, -2.222], [-4.546, 6.809, -1.207], [-5.481, 4.707, -0.248], [-0.571, 2.855, -4.449], [0.474, 3.434, -5.044], [1.754, 2.901, -5.048], [1.963, 1.697, -4.392], [0.893, 1.080, -3.767], [-0.348, 1.696, -3.825], [0.263, 4.377, -5.539], [2.564, 3.415, -5.548], [2.949, 1.247, -4.367], [1.015, 0.143, -3.245], [-1.214, 1.247, -3.351], [5.101, 5.007, 2.879], [4.236, 4.997, 3.893], [3.207, 4.077, 4.022], [3.065, 3.111, 3.039], [3.952, 3.103, 1.976], [4.948, 4.067, 1.945], [4.384, 5.774, 4.637], [2.535, 4.116, 4.869], [2.274, 2.373, 3.101], [3.872, 2.368, 1.191], [5.667, 4.097, 1.132], [5.279, 0.278, -4.337], [5.973, -0.318, -3.366], [6.478, -1.606, -3.458], [6.248, -2.319, -4.622], [5.528, -1.720, -5.643], [5.070, -0.427, -5.450], [6.127, 0.276, -2.471], [7.036, -2.037, -2.638], [6.624, -3.329, -4.733], [5.325, -2.244, -6.567], [4.503, 0.083, -6.223], [-8.223, 1.336, 4.571], [-7.558, 1.591, 5.697], [-8.103, 2.268, 6.778], [-9.412, 2.708, 6.683], [-10.120, 2.455, 5.520], [-9.481, 1.766, 4.499], [-6.535, 1.230, 5.724], [-7.516, 2.445, 7.669], [-9.875, 3.242, 7.504], [-11.145, 2.782, 5.405], [-9.996, 1.541, 3.571]],
  "multiplicity": 1,
  "total_charge": -1,
  "gap_ev": 7.052
}

2.
{
  "formula": "C54H59AsN4Sn",
  "method": "the ωB97M-V functional and the def2-TZVPD basis",
  "symbols": ["Sn", "C", "C", "C", "C", "C", "C", "C", "N", "C", "C", "C", "C", "C", "C", "C", "C", "C", "C", "N", "C", "C", "C", "N", "C", "C", "C", "C", "C", "C", "C", "C", "C", "C", "C", "C", "C", "C", "N", "C", "C", "H", "H", "H", "H", "H", "H", "H", "H", "H", "H", "H", "H", "H", "H", "H", "H", "H", "H", "H", "H", "H", "H", "H", "H", "H", "H", "H", "H", "H", "H", "H", "H", "H", "H", "H", "H", "H", "H", "H", "H", "H", "H", "H", "H", "C", "C", "C", "C", "C", "C", "As", "C", "C", "C", "C", "C", "C", "C", "C", "C", "C", "C", "C", "H", "H", "H", "H", "H", "H", "H", "H", "H", "H", "H", "H", "H", "H", "H"],
  "xyz": [[-1.655, -1.855, -0.607], [2.775, -4.466, -4.080], [3.276, -3.224, -3.325], [2.409, -2.911, -2.153], [2.564, -3.281, -0.864], [3.714, -3.988, -0.221], [4.630, -3.005, 0.525], [1.392, -2.780, -0.142], [0.569, -2.116, -0.921], [1.154, -2.151, -2.212], [0.660, -1.536, -3.292], [-0.499, -0.666, -3.329], [-0.994, -0.009, -4.548], [-0.500, -0.246, -5.946], [0.438, 0.848, -6.468], [-2.010, 0.789, -4.159], [-2.193, 0.552, -2.722], [-3.149, 1.093, -1.958], [-3.369, 0.859, -0.545], [-2.676, 0.015, 0.179], [-3.220, 0.103, 1.485], [-2.802, -0.612, 2.535], [-1.661, -1.505, 2.565], [-0.899, -1.752, 1.524], [0.163, -2.548, 2.014], [1.177, -3.007, 1.274], [-0.026, -2.774, 3.454], [-1.172, -2.147, 3.787], [-1.860, -2.077, 5.115], [-1.590, -0.768, 5.874], [0.885, -3.571, 4.323], [0.620, -5.082, 4.209], [-4.298, 1.102, 1.497], [-4.391, 1.568, 0.236], [-5.296, 2.629, -0.304], [-4.598, 3.996, -0.372], [-5.123, 1.461, 2.688], [-6.263, 0.455, 2.921], [-1.216, -0.369, -2.269], [-2.822, 1.736, -4.978], [-2.432, 3.202, -4.722], [3.421, -4.676, -4.932], [1.758, -4.322, -4.450], [2.775, -5.340, -3.428], [3.310, -2.365, -3.998], [4.297, -3.394, -2.982], [4.284, -4.515, -0.985], [3.346, -4.751, 0.469], [5.090, -2.304, -0.174], [5.428, -3.540, 1.041], [4.078, -2.421, 1.267], [1.210, -1.645, -4.218], [-1.370, -0.319, -6.600], [0.002, -1.213, -6.001], [-0.029, 1.831, -6.391], [0.683, 0.670, -7.514], [1.364, 0.866, -5.897], [-3.827, 1.787, -2.438], [-3.318, -0.459, 3.474], [1.930, -3.597, 1.784], [-1.543, -2.923, 5.725], [-2.936, -2.198, 4.962], [-0.567, -0.741, 6.248], [-2.258, -0.679, 6.729], [-1.735, 0.108, 5.237], [0.753, -3.256, 5.358], [1.922, -3.352, 4.059], [-0.397, -5.321, 4.526], [1.312, -5.634, 4.843], [0.742, -5.433, 3.183], [-6.181, 2.697, 0.328], [-5.648, 2.343, -1.298], [-4.303, 4.328, 0.624], [-5.263, 4.746, -0.799], [-3.695, 3.953, -0.987], [-5.542, 2.457, 2.543], [-4.488, 1.516, 3.575], [-6.935, 0.430, 2.062], [-6.843, 0.735, 3.799], [-5.878, -0.555, 3.072], [-3.883, 1.595, -4.762], [-2.682, 1.502, -6.033], [-2.539, 3.468, -3.668], [-3.063, 3.869, -5.307], [-1.394, 3.383, -5.005], [1.924, 5.958, 1.719], [2.749, 5.296, 0.822], [2.421, 4.020, 0.377], [1.257, 3.404, 0.825], [0.429, 4.077, 1.718], [0.761, 5.347, 2.167], [0.766, 1.551, 0.421], [2.004, 1.221, -1.050], [3.017, 0.266, -1.032], [3.920, 0.168, -2.086], [3.819, 1.025, -3.172], [2.793, 1.962, -3.212], [1.883, 2.047, -2.167], [1.712, 0.800, 1.965], [3.095, 0.878, 2.145], [3.683, 0.403, 3.309], [2.893, -0.124, 4.326], [1.515, -0.158, 4.176], [0.930, 0.296, 2.998], [2.183, 6.951, 2.064], [3.659, 5.768, 0.472], [3.083, 3.519, -0.319], [-0.486, 3.607, 2.066], [0.114, 5.861, 2.866], [3.114, -0.405, -0.188], [4.725, -0.557, -2.042], [4.545, 0.979, -3.975], [2.721, 2.649, -4.045], [1.104, 2.802, -2.195], [3.718, 1.344, 1.393], [4.756, 0.468, 3.437], [3.351, -0.479, 5.241], [0.891, -0.519, 4.985], [-0.149, 0.280, 2.886]],
  "multiplicity": 1,
  "total_charge": 2,
  "e_above_lowest_kj_mol": 35.1,
  "gap_ev": 4.524
}

Calculated HOMO, -5.1693, -12.5684 eV (same order as the records).